Below is a structure of composition C12H37O9Ti in a non-equilibrium geometry, with properties calculated with wB97M-V/def2-TZVPD.

Values from the calculation:
HOMO (alpha / beta): -7.796 / -9.664 eV
expectation value of S²: 3.751
F_max: 0.0403 Eh/bohr
energy: -54581.910 eV
LUMO (alpha / beta): -1.00 / -0.89 eV
orbital gap (alpha / beta): 6.80 / 8.77 eV

```
! wB97M-V def2-TZVPD RIJCOSX def2/J DEFGRID3
* xyz 0 4
Ti 1.725 -2.909 1.670
C -0.156 -0.010 -0.932
C 0.503 -1.008 -0.019
O 0.523 -0.735 1.201
O 0.952 -2.065 -0.501
H 0.496 0.327 -1.738
H -0.492 0.898 -0.431
H -1.078 -0.456 -1.306
C -0.871 -4.603 -1.668
O 0.222 -3.970 -2.308
H -0.502 -5.361 -0.977
H -1.348 -3.795 -1.113
H -1.505 -5.129 -2.382
H 0.526 -3.267 -1.729
C 4.223 1.251 -0.721
O 4.384 2.430 0.073
H 4.460 0.427 -0.048
H 3.191 1.156 -1.058
H 4.927 1.282 -1.554
H 3.771 2.396 0.811
C -1.656 1.966 -3.647
O -2.393 1.261 -4.597
H -0.615 1.993 -3.969
H -2.025 2.986 -3.542
H -1.819 1.471 -2.690
H -1.886 0.485 -4.846
C 2.140 -1.423 -3.801
O 2.772 -1.896 -2.660
H 1.177 -1.927 -3.880
H 2.070 -0.335 -3.823
H 2.721 -1.803 -4.641
H 2.121 -1.765 -1.967
C -2.242 2.121 4.089
C -1.934 1.201 2.895
O -1.055 0.160 3.272
H -1.353 2.527 4.572
H -2.844 1.582 4.820
H -2.864 2.945 3.738
H -1.453 1.693 2.049
H -2.856 0.767 2.507
H -0.787 -0.309 2.478
C -3.678 -0.209 -0.295
C -3.330 -1.524 0.339
O -4.404 -2.419 0.092
H -2.974 0.549 0.048
H -4.683 0.158 -0.091
H -3.586 -0.352 -1.372
H -3.240 -1.405 1.419
H -2.437 -1.999 -0.068
H -4.428 -2.585 -0.853
C 3.252 2.790 3.648
C 2.160 1.826 3.258
O 2.370 1.478 1.946
H 3.275 3.655 2.986
H 4.230 2.309 3.661
H 3.067 3.285 4.602
H 1.169 2.242 3.436
H 2.257 0.921 3.858
H 1.816 0.716 1.762
*
```